Entry 1:
Computed, not measured: a cluster of 8 separate species, C26H43N2O35S9 in total at a distorted geometry, with ωB97M-V/def2-TZVPD.

## Properties
HOMO energy (eV): -9.782
Total energy (Eh): -7341.978175
Gap between HOMO and LUMO (eV): 4.019

```
! wB97M-V def2-TZVPD RIJCOSX def2/J DEFGRID3
* xyz 1 1
C 0.98 0.82 -0.81
C 1.76 1.51 -2.08
O 1.02 1.50 -3.35
C -0.18 2.34 -3.31
C -1.53 1.39 -3.02
N -1.43 -0.05 -3.55
C -2.57 -1.05 -3.32
C -3.94 -0.65 -2.49
C -4.08 0.91 -1.94
C -5.48 1.29 -1.14
O -6.52 0.44 -1.32
O -5.67 2.49 -0.29
C -2.84 1.96 -2.21
N -2.98 3.37 -1.68
C -2.08 3.61 -0.64
S -0.70 4.30 0.16
H 0.19 0.05 -1.25
H 0.42 1.66 -0.19
H 1.68 0.19 -0.11
H 2.16 2.59 -1.77
H 2.74 0.86 -2.26
H -0.12 3.27 -2.60
H -0.36 2.78 -4.40
H -0.60 -0.41 -4.08
H -2.46 -2.16 -3.72
H -4.81 -1.43 -2.29
H -4.97 2.46 0.42
C 2.27 -2.18 3.47
C 0.76 -2.00 3.65
O 0.23 -1.97 2.32
S 1.15 -2.92 1.36
O 0.50 -4.21 1.25
O 1.56 -2.15 0.22
O 2.42 -3.07 2.37
H 2.74 -1.23 3.21
H 2.74 -2.59 4.37
H 0.51 -1.09 4.18
H 0.32 -2.86 4.16
C -3.79 -4.03 3.62
C -3.92 -2.54 3.95
O -3.69 -2.45 5.36
S -2.63 -3.61 5.80
O -1.32 -3.02 5.86
O -3.21 -4.37 6.88
O -2.72 -4.50 4.43
H -4.70 -4.58 3.89
H -3.57 -4.19 2.56
H -4.91 -2.15 3.70
H -3.15 -1.95 3.45
C 0.60 -7.95 0.00
C -0.34 -7.76 1.18
O -1.62 -8.20 0.72
S -1.41 -9.39 -0.37
O -1.57 -10.66 0.31
O -2.13 -9.04 -1.57
O 0.18 -9.16 -0.63
H 0.49 -7.13 -0.73
H 1.64 -8.01 0.31
H -0.39 -6.72 1.52
H -0.05 -8.40 2.02
C 0.77 -0.19 9.42
C -0.74 -0.01 9.60
O -1.27 0.02 8.27
S -0.35 -0.93 7.32
O -1.00 -2.22 7.21
O 0.06 -0.16 6.17
O 0.92 -1.08 8.32
H 1.24 0.76 9.16
H 1.24 -0.60 10.32
H -0.99 0.91 10.14
H -1.18 -0.87 10.12
C 1.89 3.04 -7.53
C 3.10 2.33 -6.93
O 3.81 3.33 -6.20
S 2.73 4.41 -5.61
O 2.45 4.06 -4.24
O 3.15 5.73 -6.02
O 1.46 3.96 -6.53
H 2.17 3.62 -8.42
H 1.09 2.35 -7.78
H 3.75 1.89 -7.70
H 2.79 1.55 -6.22
C 2.19 -4.26 -4.04
C 3.40 -4.97 -3.44
O 4.11 -3.97 -2.71
S 3.03 -2.89 -2.12
O 2.75 -3.24 -0.75
O 3.45 -1.57 -2.53
O 1.76 -3.34 -3.04
H 2.47 -3.68 -4.93
H 1.39 -4.95 -4.29
H 4.05 -5.41 -4.21
H 3.09 -5.75 -2.73
C 3.87 4.84 -0.07
C 5.13 5.28 0.69
O 5.45 4.18 1.54
S 5.00 2.79 0.81
O 6.17 2.23 0.16
O 4.17 2.04 1.72
O 4.05 3.45 -0.34
H 2.98 4.95 0.56
H 3.73 5.40 -1.00
H 4.97 6.18 1.27
H 5.97 5.43 0.00
C -4.65 7.61 -1.52
C -3.42 6.86 -2.01
O -2.87 7.67 -3.04
S -3.15 9.24 -2.68
O -1.97 9.78 -2.05
O -3.79 9.86 -3.82
O -4.28 8.99 -1.53
H -5.49 7.48 -2.20
H -4.95 7.31 -0.51
H -3.67 5.86 -2.40
H -2.67 6.76 -1.22
*
```

Löwdin atomic charge list, values in e, 6 entries: atom 1 (C): -0.07, atom 2 (C): -0.22, atom 3 (O): -0.22, atom 4 (C): -0.12, atom 5 (C): 0.04, atom 6 (N): 0.09



Entry 2:
Computed, not measured: a structure of composition C26H43N6O4RuSe at a distorted geometry, with ωB97M-V/def2-TZVPD.

## Properties
HOMO energy (alpha / beta) (eV): -13.627 / -14.591
Total energy (Eh): -4141.643159
Gap between HOMO and LUMO (alpha / beta) (eV): 7.094 / 5.121

```
! wB97M-V def2-TZVPD RIJCOSX def2/J DEFGRID3
* xyz 2 6
Ru -0.28 -0.02 -0.53
C 2.47 -2.42 -2.13
C 2.71 -1.48 -0.96
C 2.66 -2.23 0.41
C 1.48 -3.10 0.97
C 1.77 -3.35 2.45
C 1.25 -4.41 0.23
N 0.20 -2.26 0.86
C -0.94 -2.24 1.83
C -2.15 -1.42 1.31
N -1.90 0.01 0.93
C -1.71 0.81 2.15
C -0.92 2.15 1.89
O -1.15 3.00 2.75
O -0.19 2.18 0.88
C -2.97 0.66 0.02
C -3.70 -0.35 -0.86
C -2.55 1.97 -0.76
C -1.64 2.13 -2.04
C -1.67 3.61 -2.41
C -2.15 1.30 -3.20
N -0.21 1.77 -1.69
C 0.92 1.64 -2.65
C 1.84 0.39 -2.42
N 1.92 -0.16 -1.03
C 2.55 0.82 -0.12
C 2.14 0.58 1.33
O 2.82 0.93 2.25
O 0.96 -0.01 1.46
H 3.03 -3.34 -1.94
H 2.84 -2.02 -3.07
H 1.43 -2.70 -2.24
H 3.75 -1.16 -1.02
H 2.97 -1.55 1.21
H 3.49 -2.94 0.33
H 2.72 -3.87 2.54
H 1.01 -3.99 2.90
H 1.84 -2.42 3.01
H 2.17 -4.99 0.22
H 0.93 -4.26 -0.80
H 0.49 -5.01 0.74
H 0.66 -1.25 1.06
H -0.15 -2.41 -0.09
H -0.55 -1.84 2.77
H -1.30 -3.25 2.03
H -2.91 -1.48 2.09
H -2.55 -1.92 0.43
H -1.06 0.28 2.84
H -2.66 1.04 2.62
H -3.72 1.05 0.72
H -3.03 -0.95 -1.48
H -4.36 0.19 -1.53
H -4.32 -1.03 -0.27
H -2.22 2.71 -0.04
H -3.52 2.33 -1.10
H -2.68 3.93 -2.65
H -1.05 3.79 -3.29
H -1.30 4.23 -1.59
H -3.18 1.59 -3.42
H -2.14 0.24 -2.99
H -1.57 1.48 -4.11
H 0.06 2.43 -0.96
H 1.51 2.55 -2.62
H 0.53 1.55 -3.66
H 2.84 0.66 -2.78
H 1.50 -0.41 -3.07
H 2.21 1.82 -0.38
H 3.64 0.81 -0.20
Se -0.60 -1.88 -3.91
N -0.92 -2.28 -2.17
C -1.82 -3.27 -2.18
C -2.30 -4.00 -1.05
C -3.22 -4.97 -1.23
C -3.74 -5.32 -2.53
C -3.28 -4.70 -3.64
C -2.30 -3.66 -3.49
N -1.76 -3.04 -4.52
H -1.90 -3.81 -0.06
H -3.57 -5.54 -0.38
H -4.47 -6.10 -2.61
H -3.63 -4.95 -4.63
*
```

natural (NBO) atomic charge list, values in e, 6 entries: atom 1 (Ru): 1.24, atom 2 (C): -0.64, atom 3 (C): -0.04, atom 4 (C): -0.45, atom 5 (C): 0.19, atom 6 (C): -0.64



Entry 3:
Computed, not measured: a structure of composition C26H44BrMnNOP2 at a distorted geometry, with ωB97M-V/def2-TZVPD.

## Properties
HOMO energy (alpha / beta) (eV): -12.371 / -12.526
Total energy (Eh): -5554.221136
Relative energy (zero: lowest compared OMol25 entry of this formula, charge and spin) (kJ/mol): 0.0
Gap between HOMO and LUMO (alpha / beta) (eV): 5.160 / 3.712

```
! wB97M-V def2-TZVPD RIJCOSX def2/J DEFGRID3
* xyz 2 6
N -7.13 5.58 -6.80
C -6.90 6.18 -5.63
C -6.13 5.57 -4.63
C -5.54 4.31 -4.87
C -5.83 3.68 -6.11
C -6.62 4.36 -7.04
C -4.64 3.72 -3.89
Mn -0.25 -0.04 -0.08
P 5.99 -0.90 -1.07
C -3.72 2.77 -4.18
C -2.80 2.25 -3.20
C -1.62 1.59 -3.63
C -0.69 1.11 -2.70
C -0.96 1.32 -1.35
C -2.09 1.97 -0.88
C -3.03 2.43 -1.81
Br 2.09 0.52 0.22
H -4.70 4.17 -2.89
H -3.59 2.42 -5.20
H -5.96 6.10 -3.69
H -5.44 2.69 -6.34
H -7.34 7.16 -5.48
H -6.85 3.91 -8.01
H -1.46 1.48 -4.71
H -3.95 2.91 -1.48
H 0.21 0.60 -3.02
H -2.25 2.15 0.19
P -0.65 -2.17 -1.07
C 5.50 0.86 -0.87
C 6.59 1.84 -1.33
H 5.28 1.01 0.20
H 4.56 1.02 -1.41
H 6.39 2.83 -0.92
H 7.58 1.52 -0.99
H 6.61 1.93 -2.42
C 5.24 -1.34 -2.70
C 5.95 -2.51 -3.39
H 5.32 -0.43 -3.31
H 4.17 -1.56 -2.53
H 5.65 -2.55 -4.45
H 7.04 -2.39 -3.35
H 5.69 -3.47 -2.93
C 4.97 -1.86 0.12
C 5.73 -2.07 1.43
H 4.75 -2.82 -0.36
H 4.03 -1.31 0.27
H 5.20 -2.79 2.06
H 6.74 -2.46 1.24
H 5.82 -1.14 2.00
C -0.52 -3.48 0.20
C -1.62 -4.54 0.22
H -0.44 -2.99 1.18
H 0.46 -3.96 0.01
H -2.57 -4.14 0.60
H -1.80 -4.97 -0.77
H -1.32 -5.36 0.89
C 0.58 -2.51 -2.36
C 0.11 -2.48 -3.81
H 1.00 -3.50 -2.11
H 1.38 -1.77 -2.20
H -0.53 -3.33 -4.06
H -0.43 -1.56 -4.06
H 0.99 -2.53 -4.47
C -2.33 -2.19 -1.79
C -3.43 -1.72 -0.84
H -2.51 -3.21 -2.15
H -2.29 -1.54 -2.68
H -4.10 -1.02 -1.36
H -4.03 -2.56 -0.48
H -3.04 -1.19 0.05
C -1.21 -0.38 2.96
O -1.49 0.09 1.63
H -0.28 0.09 3.31
H -1.06 -1.47 2.91
H -2.04 -0.14 3.62
H -2.35 0.56 1.61
*
```

Löwdin atomic charge list, values in e, 6 entries: atom 1 (N): 0.06, atom 2 (C): -0.12, atom 3 (C): -0.01, atom 4 (C): -0.22, atom 5 (C): -0.01, atom 6 (C): -0.12



Entry 4:
Computed, not measured: a cluster of 2 separate species, C26H44F3N2OP in total at a distorted geometry, with ωB97M-V/def2-TZVPD.

## Properties
HOMO energy (eV): -7.433
Total energy (Eh): -1842.786561
SMILES: CC(C)(C)C1=CC(=CC(F)(F)F)C=C(C(C)(C)C)C1=O.CC(C)(C)N1CCN(C(C)(C)C)P1
Gap between HOMO and LUMO (eV): 5.758

```
! wB97M-V def2-TZVPD RIJCOSX def2/J DEFGRID3
* xyz 0 1
C -3.85 3.68 1.46
C -2.78 3.71 2.57
C -1.96 4.98 2.40
C -3.47 3.76 3.94
C -1.89 2.45 2.47
C -0.54 2.48 2.24
C 0.25 1.26 2.13
C 1.62 1.34 1.88
C 2.48 0.17 1.79
F 3.80 0.48 1.53
F 2.48 -0.63 2.92
F 2.10 -0.70 0.73
C -0.43 0.00 2.28
C -1.76 -0.10 2.52
C -2.47 -1.46 2.68
C -3.14 -1.54 4.06
C -1.48 -2.62 2.58
C -3.52 -1.63 1.58
C -2.56 1.14 2.61
O -3.79 1.08 2.80
H -4.49 2.81 1.58
H -4.47 4.58 1.52
H -3.37 3.65 0.48
H -1.20 5.06 3.20
H -1.47 5.01 1.42
H -2.62 5.85 2.48
H -2.72 3.78 4.73
H -4.09 4.66 4.01
H -4.11 2.88 4.07
H -0.01 3.43 2.13
H 2.15 2.27 1.77
H 0.21 -0.89 2.21
H -3.89 -0.74 4.16
H -3.63 -2.51 4.17
H -2.38 -1.43 4.84
H -0.99 -2.65 1.60
H -0.72 -2.56 3.37
H -2.02 -3.56 2.71
H -3.04 -1.59 0.59
H -4.01 -2.60 1.69
H -4.27 -0.84 1.65
C 5.59 -2.19 -2.68
C 4.58 -1.06 -2.75
C 4.60 -0.27 -1.44
C 4.97 -0.11 -3.89
N 3.23 -1.55 -3.04
C 2.71 -2.77 -2.39
C 1.19 -2.77 -2.56
N 0.82 -1.52 -3.25
C -0.55 -1.01 -3.19
C -1.58 -2.11 -3.34
C -0.71 -0.03 -4.37
C -0.77 -0.23 -1.89
P 2.05 -0.39 -3.25
H 5.63 -2.75 -3.63
H 6.57 -1.75 -2.51
H 5.38 -2.89 -1.87
H 3.97 0.63 -1.50
H 4.25 -0.88 -0.60
H 5.62 0.05 -1.24
H 4.29 0.75 -3.97
H 5.98 0.27 -3.69
H 4.98 -0.64 -4.85
H 3.16 -3.67 -2.82
H 2.96 -2.78 -1.32
H 0.86 -3.65 -3.12
H 0.72 -2.84 -1.57
H -1.53 -2.84 -2.52
H -2.57 -1.65 -3.33
H -1.46 -2.64 -4.29
H 0.00 0.81 -4.33
H -0.56 -0.56 -5.33
H -1.73 0.37 -4.35
H -0.13 0.66 -1.83
H -1.81 0.11 -1.86
H -0.58 -0.86 -1.02
H 1.95 0.34 -1.98
*
```

Löwdin atomic charge list, values in e, 6 entries: atom 1 (C): -0.04, atom 2 (C): -0.55, atom 3 (C): -0.07, atom 4 (C): -0.04, atom 5 (C): -0.05, atom 6 (C): 0.05



Entry 5:
Computed, not measured: a structure of composition C26H44N2O3PtSb at a distorted geometry, with ωB97M-V/def2-TZVPD.

## Properties
HOMO energy (alpha / beta) (eV): -16.671 / -16.668
Total energy (Eh): -1710.785890
Relative energy (zero: lowest compared OMol25 entry of this formula, charge and spin) (kJ/mol): 250.9
Gap between HOMO and LUMO (alpha / beta) (eV): 5.417 / 5.413

```
! wB97M-V def2-TZVPD RIJCOSX def2/J DEFGRID3
* xyz 3 1
Pt 1.59 0.86 0.83
C 3.08 -1.22 -6.15
O 2.36 -0.42 -5.17
C 2.27 -0.85 -3.94
C 2.83 -2.08 -3.50
C 2.72 -2.41 -2.18
C 2.07 -1.57 -1.24
C 2.04 -1.91 0.12
C 2.68 -3.14 0.68
O 1.43 -1.15 0.99
C 1.47 -0.37 -1.73
O 0.72 0.44 -0.91
C 1.58 -0.02 -3.04
H 3.10 -0.62 -7.05
H 2.54 -2.14 -6.34
H 4.09 -1.42 -5.81
H 3.33 -2.74 -4.19
H 3.15 -3.35 -1.85
H 2.25 -4.05 0.25
H 2.56 -3.16 1.76
H 3.75 -3.14 0.45
H 1.14 0.90 -3.41
C -2.22 -2.87 2.71
C -2.72 -2.90 1.30
C -4.19 -2.71 1.09
C -2.00 -3.79 0.35
Sb -1.68 -0.52 0.46
C -2.82 0.19 -1.64
C -2.29 -0.81 -2.63
C -4.27 0.06 -1.27
C -2.32 1.60 -1.80
C -2.11 0.90 2.09
C -3.60 0.78 2.43
C -1.76 2.31 1.63
C -1.23 0.47 3.27
H -2.39 -3.89 3.09
H -2.78 -2.20 3.35
H -1.14 -2.69 2.78
H -4.66 -3.57 1.59
H -4.48 -2.75 0.04
H -4.60 -1.83 1.58
H -2.31 -4.81 0.61
H -0.91 -3.75 0.47
H -2.27 -3.62 -0.69
H -2.53 -1.84 -2.36
H -1.22 -0.70 -2.80
H -2.80 -0.60 -3.58
H -4.59 -0.97 -1.12
H -4.84 0.43 -2.14
H -4.57 0.67 -0.43
H -1.23 1.68 -1.66
H -2.84 2.30 -1.16
H -2.52 1.87 -2.84
H -4.25 1.04 1.60
H -3.82 1.48 3.24
H -3.87 -0.21 2.80
H -2.46 2.68 0.88
H -0.75 2.41 1.23
H -1.84 2.98 2.49
H -1.54 -0.47 3.71
H -1.30 1.23 4.05
H -0.17 0.38 3.00
C 5.19 4.87 0.23
C 4.15 4.08 0.96
C 3.73 4.13 2.28
C 2.76 3.16 2.44
N 2.58 2.53 1.24
N 3.45 3.11 0.37
C 1.99 2.79 3.65
H 5.55 5.67 0.86
H 4.79 5.29 -0.69
H 6.03 4.23 -0.03
H 4.09 4.80 3.04
H 3.49 2.82 -0.60
H 2.51 3.13 4.54
H 1.85 1.71 3.73
H 1.01 3.27 3.64
*
```

Löwdin atomic charge list, values in e, 6 entries: atom 1 (Pt): 1.21, atom 2 (C): 0.01, atom 3 (O): 0.00, atom 4 (C): -0.24, atom 5 (C): 0.03, atom 6 (C): 0.04